17
Properties=species:S:1:pos:R:3:mulliken_charge:R:1 method="wB97M-V/def2-TZVPD" total_energy_ev=-9903.7220 largest_force_ev_per_a=6.01 gap_ev=9.8 e_above_lowest_kcal_mol=43.4 molar_mass_da=111.14
H -3.016 -0.266 -1.511 0.26
N -2.033 -0.007 -1.480 -0.70
C -1.523 -0.028 -0.327 0.71
C -2.185 -0.512 0.929 -1.32
C -0.097 0.450 -0.224 -0.87
C 0.821 -0.710 0.280 0.58
O 0.643 -1.888 0.268 -0.50
C 2.339 -0.166 0.073 -0.23
C 2.817 1.002 -0.324 -0.67
H -3.268 -0.447 0.858 0.43
H -1.847 0.053 1.795 0.31
H -1.913 -1.557 1.080 0.29
H -0.011 1.272 0.489 0.43
H 0.215 0.782 -1.216 0.46
H 2.995 -0.978 0.377 0.30
H 2.187 1.794 -0.708 0.26
H 3.876 1.207 -0.358 0.26